Entry 1:
This record from the Open Molecules 2025 dataset describes C34H25Cl4LuN2O6P as an isolated structure at a distorted geometry. The level of theory is ωB97M-V/def2-TZVPD.

XYZ file:
```
73
Properties=species:S:1:pos:R:3:forces:R:3:mulliken_charge:R:1
Lu -0.269605 -1.438367 -1.155169 2.45 0.73 0.30 1.535
O -1.109124 -4.867503 -3.628041 -0.08 -0.33 0.39 -0.445
C -0.894010 -3.713590 -3.059929 -0.96 0.03 2.02 0.362
O -1.212633 -3.391400 -1.890167 0.46 -1.02 -2.07 -0.659
C -0.242073 -2.773596 -3.982709 0.94 0.80 -1.07 -0.495
O -0.355145 -1.467638 -3.421793 0.13 -1.35 0.60 0.018
C -0.025114 -0.295594 -4.162732 0.04 1.00 -0.49 -0.404
C 0.418901 0.823883 -3.148361 0.08 0.89 -1.43 0.330
O 0.670115 1.944491 -3.584836 -0.47 -1.82 0.78 -0.662
O 0.474297 0.395035 -1.935672 -0.41 0.01 0.01 0.014
H -1.465697 -5.553877 -3.029634 0.09 0.39 0.02 0.443
H -0.727576 -2.837963 -4.967459 0.18 0.07 0.18 0.510
H 0.821930 -3.108345 -4.073039 -0.56 0.38 0.00 0.361
H -0.952503 -0.025560 -4.682368 0.39 0.36 -0.09 0.322
H 0.788444 -0.438798 -4.888770 -0.24 -0.24 0.28 0.375
Cl 3.164644 0.020192 -0.379790 -0.29 0.08 0.15 -0.134
C 3.295537 1.687026 0.123038 -0.21 0.65 -0.06 0.673
C 4.519777 2.284645 -0.151272 0.32 -0.48 -0.08 -0.637
C 4.816552 3.527851 0.374823 -0.07 0.23 -0.23 -0.517
C 3.840300 4.225635 1.051219 -0.38 0.60 0.58 -0.700
C 2.579239 3.672875 1.229996 -1.20 0.62 0.49 -0.073
C 2.248678 2.400245 0.766419 0.95 -1.08 -0.46 -0.607
P 0.635364 1.536802 0.940737 -0.27 -0.18 1.30 1.309
C 0.629534 1.049873 2.729965 0.53 -0.14 0.49 0.383
C 1.794571 0.999060 3.523469 -0.35 -0.70 0.48 -0.625
C 1.664018 0.620441 4.888747 1.33 0.55 -1.14 -0.525
C 0.449891 0.329579 5.462831 -0.22 -0.09 0.63 -0.665
C -0.669335 0.235122 4.661153 -0.73 -0.14 -1.42 -0.714
C -0.583458 0.617752 3.311812 0.19 0.20 0.12 -0.371
C -0.590750 2.888183 1.033681 -0.72 0.86 -0.65 -0.093
C -1.075467 3.567806 2.174404 0.04 0.58 0.11 -0.117
C -2.081702 4.560735 2.087729 0.73 -1.96 0.43 -0.712
C -2.700061 4.756786 0.876787 -0.33 1.73 0.30 -0.539
C -2.169826 4.231172 -0.259643 0.77 -1.69 -1.14 -0.572
C -1.135720 3.264109 -0.213123 -0.96 0.70 0.72 -0.491
H 5.235650 1.744386 -0.776755 -0.15 0.14 0.43 0.437
H 5.782871 3.993251 0.249200 0.12 -0.15 -0.21 0.390
H 4.043383 5.230684 1.447944 -0.08 -0.57 -0.19 0.389
H 1.796274 4.270292 1.758389 0.71 -0.57 -0.53 0.288
H 2.817186 1.172930 3.116852 -1.05 0.05 0.27 0.348
H 2.594219 0.539254 5.458155 -0.44 0.24 0.05 0.396
H 0.349167 0.220440 6.543004 0.20 -0.41 -0.30 0.395
H -1.610873 -0.227149 4.989940 0.40 0.67 0.23 0.399
H -1.508130 0.690957 2.719544 0.38 -0.26 0.22 0.329
H -0.673759 3.360545 3.169052 0.02 -0.08 -0.37 0.407
H -2.443240 5.024387 2.992086 0.03 0.12 0.06 0.423
H -3.520048 5.469255 0.795962 0.08 -0.17 0.06 0.420
H -2.617127 4.478603 -1.212862 0.07 -0.01 -0.10 0.447
H -0.843270 2.784444 -1.137196 0.32 0.00 -0.03 0.412
Cl 2.891733 -7.108449 2.147556 0.34 -1.14 1.14 -0.200
C 2.451385 -5.775361 1.239463 -0.25 1.30 -1.45 0.350
C 1.681321 -4.733328 1.758703 -0.34 -0.53 -0.38 -0.772
C 1.246029 -3.787166 0.858249 1.29 -0.69 -1.25 1.029
Cl 0.060104 -2.639478 1.335126 -0.52 0.85 0.43 -0.176
C 1.747037 -3.687793 -0.474761 -0.06 0.52 0.91 -0.844
O 1.485562 -2.624067 -1.186395 -0.94 0.47 -0.50 -0.473
C 2.592394 -4.697587 -0.945144 -0.96 0.21 1.52 0.406
Cl 3.232653 -4.551553 -2.500431 0.30 -0.15 -0.87 -0.202
C 2.848454 -5.757936 -0.106169 0.42 -0.72 0.12 -0.525
H 1.322114 -4.701008 2.777596 0.12 -0.23 0.05 0.512
H 3.379938 -6.614943 -0.519463 0.07 0.22 0.31 0.424
N -6.196729 -0.372165 -4.186699 1.87 -0.12 2.02 -0.436
C -5.413533 -0.373767 -3.315099 -2.92 -0.04 -3.55 -0.229
C -4.513467 -0.283870 -2.260352 0.10 0.79 2.39 0.243
C -4.855615 0.534165 -1.140952 0.25 -0.04 -0.79 -0.491
C -3.973764 0.551831 -0.082776 -0.90 -0.04 0.93 -0.632
C -2.865652 -0.258240 -0.102122 1.17 0.32 -0.85 -0.040
N -2.453967 -0.912343 -1.222256 -2.25 0.04 1.08 -0.117
C -3.335224 -0.999150 -2.235412 0.59 0.12 -0.11 -0.015
H -5.772556 1.148948 -1.107775 0.59 -0.53 -0.25 0.498
H -4.210517 1.107300 0.826659 0.14 -0.09 -0.33 0.497
H -2.209150 -0.286858 0.776174 -0.06 -0.01 -0.36 0.347
H -3.092819 -1.656493 -3.069332 0.15 0.27 0.16 0.487
```
Positions in Å, forces in eV/Å.

Properties
Gap between HOMO and LUMO (eV): 6.6422
Total charge: +1
HOMO level (eV): -10.6
LUMO level (Ha): -0.1445
Energy above the lowest of the compared OMol25 structures with the same formula, charge and spin (kcal/mol): 0.00

Entry 2:
This record from the Open Molecules 2025 dataset describes C34H25FN6O5PtS as an isolated structure. The level of theory is ωB97M-V/def2-TZVPD.

XYZ file:
```
73
Properties=species:S:1:pos:R:3:forces:R:3:lowdin_spin:R:1
Pt 2.189637 0.365457 0.129791 0.14 0.30 -0.11 1.816
O -2.559639 -1.284904 6.846803 -0.04 -0.05 0.01 0.007
C -2.014638 -2.183612 6.365978 0.07 0.06 -0.02 0.016
O -1.447848 -3.063311 5.861652 -0.04 -0.02 0.02 0.011
C -0.132985 -0.573118 4.287704 0.00 0.05 -0.01 0.694
C -0.078368 0.737482 3.915001 -0.03 -0.01 0.02 0.098
C 0.601790 0.978773 2.721975 -0.05 -0.10 0.06 0.037
N 1.133417 -0.027163 2.027269 0.11 -0.30 0.05 0.096
C 1.091791 -1.297670 2.450299 0.03 0.06 -0.07 0.038
C 0.431061 -1.628263 3.629123 -0.01 -0.07 0.00 0.097
C 1.841498 -2.287353 1.629391 -0.01 0.09 0.00 0.016
C 1.719508 -3.653637 1.807880 0.00 -0.04 0.01 0.004
C 2.474168 -4.505719 1.014081 0.01 -0.01 0.00 0.000
C 3.333476 -3.969303 0.071625 0.00 0.02 0.01 0.004
C 3.397382 -2.591425 -0.051507 0.03 -0.06 0.04 0.010
N 2.673003 -1.777465 0.707850 -0.03 -0.01 -0.02 0.114
C 0.830681 2.323724 2.157639 0.00 0.11 -0.03 0.016
C 0.307444 3.480405 2.705657 -0.01 0.00 0.05 0.006
C 0.612697 4.699051 2.118354 -0.03 0.05 0.04 -0.006
C 1.426191 4.727547 1.002835 0.04 -0.01 -0.05 0.007
C 1.901918 3.529039 0.497318 -0.03 -0.02 0.07 0.006
N 1.610116 2.363809 1.068820 0.06 0.13 -0.12 0.150
H -0.510719 1.532586 4.505217 0.00 -0.01 0.00 0.013
H 0.387602 -2.638002 4.011639 0.00 0.00 0.00 0.013
H 1.040659 -4.058909 2.544091 0.00 0.01 0.00 0.001
H 2.388621 -5.577218 1.133763 0.00 0.00 0.00 0.000
H 3.939656 -4.599849 -0.562450 0.01 0.01 0.00 0.001
H 4.047719 -2.121797 -0.777721 -0.01 0.01 -0.01 0.001
H -0.329600 3.443320 3.577054 0.00 -0.01 -0.01 0.001
H 0.212199 5.614760 2.531617 0.00 0.00 0.00 0.000
H 1.678766 5.655221 0.510757 0.01 0.00 0.00 0.001
H 2.499752 3.485885 -0.400547 0.00 0.00 -0.02 0.001
C -4.570824 2.371229 -2.511034 0.01 -0.01 -0.01 0.000
C -4.569480 1.054579 -1.754964 -0.02 0.02 0.00 0.000
C -5.409481 0.000784 -2.455931 0.01 -0.02 -0.01 0.000
C -5.487934 -1.256710 -1.609717 0.02 0.01 0.01 0.000
C -4.107911 -1.737565 -1.252059 -0.04 0.02 -0.02 0.000
C -3.884130 -3.059137 -0.942794 0.01 -0.01 0.00 0.000
C -2.599383 -3.507704 -0.645859 -0.02 0.00 -0.01 0.000
F -2.428629 -4.801093 -0.350031 0.00 0.00 0.01 0.000
C -1.520754 -2.674020 -0.665257 0.03 0.01 0.00 0.001
C -1.721922 -1.322772 -0.978467 0.03 0.01 0.00 0.006
C -0.573398 -0.429093 -1.007417 0.02 -0.08 -0.01 0.010
O 0.569076 -0.914287 -0.724272 -0.16 0.02 0.02 0.136
C -0.830429 0.910657 -1.346948 0.05 0.04 0.00 -0.001
C -2.132444 1.307707 -1.589547 0.03 0.00 -0.02 -0.002
N -3.188161 0.509330 -1.555117 0.00 -0.09 0.05 -0.001
C -3.011545 -0.849013 -1.260031 -0.01 0.07 -0.01 0.001
C 0.222471 1.953817 -1.568789 -0.03 0.14 -0.01 0.010
O -0.096486 3.096860 -1.835729 -0.02 -0.06 0.00 0.044
O 1.479907 1.581811 -1.518458 -0.07 -0.10 0.04 0.213
H -5.606696 2.643523 -2.706496 0.00 0.00 0.00 0.000
H -4.060844 2.277315 -3.471349 0.00 0.01 0.00 0.000
H -4.127657 3.192271 -1.950077 0.00 0.00 0.00 0.000
H -4.979861 1.213200 -0.752646 0.02 -0.01 0.01 0.000
H -4.973521 -0.217356 -3.435109 -0.01 0.01 0.00 0.000
H -6.405143 0.408814 -2.623790 0.00 0.00 -0.01 0.000
H -6.023341 -2.048536 -2.132535 0.00 0.00 0.00 0.000
H -6.051039 -1.047623 -0.695145 0.00 -0.01 0.00 0.000
H -4.702125 -3.768536 -0.941278 0.00 0.00 0.00 0.000
H -0.523846 -3.037466 -0.462252 -0.01 0.00 0.00 0.000
H -2.293254 2.344679 -1.840956 0.00 0.00 0.00 0.000
S 4.644901 1.028784 0.910748 -0.03 0.02 0.34 0.183
C 4.902675 0.918662 -0.732073 0.09 0.03 -0.15 0.025
N 6.064753 1.251010 -1.359998 0.00 0.01 0.03 0.005
C 6.181047 1.257012 -2.706452 0.04 0.01 -0.02 0.000
C 5.112697 0.916006 -3.479345 -0.05 -0.02 -0.04 0.003
C 3.940105 0.540970 -2.808599 -0.01 -0.01 0.05 0.008
N 3.868409 0.512418 -1.493778 -0.08 -0.16 -0.15 0.083
H 6.844810 1.541971 -0.782823 0.00 -0.01 0.00 0.004
H 7.142249 1.549195 -3.105700 0.00 0.01 0.01 0.000
H 5.171142 0.929459 -4.555861 0.01 0.00 0.00 0.000
H 3.039043 0.260507 -3.341026 0.00 0.00 0.01 0.001
```
Positions in Å, forces in eV/Å.

Properties
Gap between HOMO and LUMO (spin up / spin down) (eV): 7.2904 / 6.4603
2S+1: 5
Total charge: +2
HOMO level (spin up / spin down) (eV): -13.2 / -13.2
LUMO level (spin up / spin down) (Ha): -0.2182 / -0.2487
Energy above the lowest of the compared OMol25 structures with the same formula, charge and spin (kcal/mol): 0.00

Entry 3:
This record from the Open Molecules 2025 dataset describes C34H26BF4GdN8O2Se as an isolated structure at a distorted geometry. The level of theory is ωB97M-V/def2-TZVPD.

XYZ file:
```
77
Properties=species:S:1:pos:R:3:forces:R:3:lowdin_spin:R:1
Gd 4.246896 -2.605261 20.018096 0.33 1.44 -0.03 6.818
C 5.152042 -3.042896 29.280597 -1.57 -0.05 -1.46 0.000
O 4.224272 -2.407411 28.390027 -0.59 0.85 -1.27 0.000
C 4.619887 -1.287394 27.628343 -0.39 -0.97 1.77 0.000
C 3.647511 -0.547792 26.984858 -1.27 -0.41 -0.12 0.000
C 3.956809 0.621300 26.329752 0.22 2.52 -0.51 0.000
C 5.278048 1.110453 26.368490 0.68 -1.70 0.60 0.000
C 6.242888 0.353558 27.063915 -0.06 0.63 -1.14 0.000
C 5.915734 -0.832907 27.668519 -0.10 -0.62 -0.16 0.000
N 5.853513 2.292411 25.813383 -0.13 1.08 -0.37 0.000
N 5.860855 2.558379 24.598643 -0.27 -1.39 0.42 0.003
C 5.213243 1.548736 23.742780 0.29 1.65 0.31 0.011
C 4.030454 1.905426 23.225795 -2.59 -0.81 -1.63 0.000
C 3.234087 0.960334 22.422505 1.18 1.19 0.81 0.024
C 3.803269 -0.239240 22.067081 0.48 -0.31 -0.25 0.008
O 3.216023 -1.133200 21.256881 -0.26 0.44 0.76 0.111
C 5.173777 -0.510470 22.521079 -2.46 -0.88 -1.82 0.006
N 5.684190 -1.645745 21.914214 -0.24 1.74 0.86 0.002
C 6.920665 -1.901546 22.168321 1.33 0.12 1.54 0.005
C 7.695261 -1.144813 23.161937 -0.01 -0.41 -1.50 -0.002
C 7.147682 -0.020669 23.717717 0.73 -0.02 -0.26 0.002
C 5.842298 0.366509 23.351482 0.58 -1.02 0.30 0.000
H 4.679689 -3.969634 29.580403 -0.26 -0.15 0.02 0.000
H 5.214344 -2.420581 30.144061 1.08 0.44 0.62 0.000
H 5.992003 -3.320885 28.673656 1.10 0.08 0.52 0.000
H 2.614410 -0.896733 27.014320 0.26 0.08 0.02 0.000
H 3.211191 1.350433 25.892282 0.57 -1.50 0.41 0.000
H 7.266129 0.691787 26.937966 0.03 -0.05 0.53 0.000
H 6.586062 -1.530233 28.120612 0.93 0.37 0.24 0.000
H 3.618573 2.914279 23.364833 0.22 -0.53 0.26 0.000
H 2.241288 1.243099 22.079028 0.27 -0.09 -0.01 0.001
H 7.288993 -2.747044 21.608932 0.60 -0.10 0.24 0.000
H 8.767109 -1.374794 23.265408 -0.73 -0.01 0.18 0.000
H 7.729425 0.675801 24.321786 0.00 -0.40 0.04 0.000
Se 0.241930 -6.127276 13.959577 -0.76 0.04 0.94 0.000
N 1.653073 -5.063110 13.962565 0.12 0.68 1.42 0.000
C 1.699542 -4.494874 15.166278 0.25 -0.53 -1.09 0.000
C 2.682453 -3.512924 15.576903 1.57 1.04 0.59 0.000
C 3.575110 -2.848726 14.703213 -1.07 -0.76 -0.84 0.000
C 4.428128 -1.886939 15.148264 0.00 0.40 0.45 0.000
C 4.384879 -1.576752 16.528178 2.64 1.13 -1.18 0.000
N 3.655072 -2.215786 17.391784 -0.18 -0.15 0.47 -0.006
C 2.795950 -3.126619 16.921305 -2.02 -0.38 -0.48 0.000
C 1.676065 -3.454128 17.838786 -0.42 -0.99 -0.73 0.001
N 1.798017 -2.995151 19.073549 -0.27 0.17 0.31 0.001
C 0.801340 -3.223333 19.911726 -0.09 -0.33 -0.47 0.000
C -0.292537 -4.007034 19.611534 -1.15 0.25 0.50 0.000
C -0.437385 -4.509733 18.360169 1.23 -0.14 -1.69 0.000
C 0.534588 -4.203062 17.400860 2.26 -0.30 0.51 0.000
C 0.675655 -4.886646 16.087995 -1.30 1.61 1.09 0.000
N -0.274023 -5.665617 15.688123 0.56 -1.16 -1.89 0.000
H 3.436495 -3.060119 13.648802 0.41 -0.11 -0.05 0.000
H 5.117013 -1.354210 14.476501 -0.51 -0.24 0.44 0.000
H 5.120920 -0.802275 16.861235 -1.10 -0.85 0.08 0.000
H 0.908083 -2.798433 20.858551 0.19 0.58 1.51 0.000
H -1.109003 -4.210393 20.297178 0.44 0.19 0.38 0.000
H -1.184771 -5.209875 18.076498 -0.78 -0.27 -0.04 0.000
C 6.422429 -5.254398 18.988354 -0.90 -0.91 0.61 0.001
C 5.281080 -5.025312 19.949969 -0.72 -0.84 -1.19 -0.008
C 3.938805 -5.358394 19.656563 0.68 -0.83 1.21 -0.004
C 3.265670 -5.190358 20.911773 -1.97 0.21 -1.56 0.006
C 4.137437 -4.554877 21.762305 0.26 -0.14 2.10 0.021
C 3.968783 -4.019835 23.204428 -0.92 -0.03 -1.49 0.003
N 5.355538 -4.516800 21.174390 2.35 0.75 0.42 0.005
H 7.331261 -4.775217 19.315009 0.18 0.38 -0.38 0.000
H 6.050601 -5.050604 17.987411 0.51 0.65 -0.20 0.000
H 6.590950 -6.336127 18.942244 0.22 0.01 0.26 0.000
H 3.654916 -5.955954 18.805917 -0.38 0.14 -0.15 0.000
H 2.198570 -5.406452 21.058026 0.58 0.16 0.15 0.000
H 4.090950 -2.917817 23.181410 -0.15 -0.76 0.49 0.001
H 4.548679 -4.493511 23.972405 1.18 -0.11 -0.08 0.001
H 2.984036 -4.313779 23.545896 -0.67 0.49 -0.17 0.000
F 5.438347 -0.441150 19.314623 1.18 0.05 -0.46 -0.005
B 6.825302 -0.902911 18.937426 -0.52 -0.03 0.10 -0.002
F 6.660895 -2.301348 19.321438 0.34 0.13 -0.22 -0.005
F 7.862843 -0.258899 19.590053 -1.14 -0.55 -0.07 0.000
F 6.994337 -0.839751 17.559534 -0.07 0.11 0.45 0.000
```
Positions in Å, forces in eV/Å.

Properties
Gap between HOMO and LUMO (spin up / spin down) (eV): 6.3729 / 4.9249
2S+1: 8
Total charge: 0
HOMO level (spin up / spin down) (eV): -7.7 / -7.7
LUMO level (spin up / spin down) (Ha): -0.0501 / -0.1020

| no. | energy (eV) |
| --- | --- |
| 1 | -143926.0263 |
| 2 | -71627.0679 |
| 3 | -149429.1856 |